{"formula": "C20H18F5N5OOsTe", "method": "ωB97M-V/def2-TZVPD", "symbols": ["Os", "C", "C", "C", "C", "C", "N", "C", "C", "C", "C", "C", "C", "C", "N", "C", "C", "C", "N", "C", "C", "N", "C", "C", "C", "N", "H", "H", "H", "H", "H", "H", "H", "H", "H", "H", "H", "H", "H", "H", "H", "H", "H", "H", "F", "Te", "F", "F", "F", "F", "O"], "positions_angstrom": [[-0.73, 1.25, -0.84], [5.44, -0.15, 2.03], [4.04, -0.24, 1.52], [3.02, -0.78, 2.31], [1.71, -0.80, 1.86], [1.39, -0.28, 0.61], [0.04, -0.19, 0.24], [-0.79, -1.29, 0.39], [-0.28, -2.59, 0.21], [-1.08, -3.69, 0.30], [-2.46, -3.56, 0.55], [-3.35, -4.75, 0.58], [-2.98, -2.27, 0.73], [-2.18, -1.15, 0.67], [-2.75, 0.10, 0.99], [-3.73, 0.35, 1.89], [-3.96, 1.70, 1.90], [-3.05, 2.24, 0.99], [-2.33, 1.26, 0.43], [2.41, 0.23, -0.21], [3.71, 0.25, 0.26], [2.16, 0.59, -1.57], [3.03, 0.50, -2.59], [2.42, 0.98, -3.72], [1.14, 1.35, -3.31], [0.99, 1.12, -2.01], [5.64, -0.93, 2.76], [5.60, 0.81, 2.51], [6.16, -0.24, 1.22], [3.25, -1.17, 3.29], [0.92, -1.17, 2.50], [0.77, -2.70, -0.04], [-0.67, -4.68, 0.14], [-2.81, -5.65, 0.84], [-3.79, -4.90, -0.41], [-4.18, -4.62, 1.28], [-4.04, -2.16, 0.92], [-4.18, -0.44, 2.47], [-4.67, 2.24, 2.50], [-2.89, 3.26, 0.71], [4.49, 0.67, -0.36], [4.02, 0.09, -2.45], [2.83, 1.04, -4.72], [0.33, 1.75, -3.89], [-0.81, 5.65, -1.19], [-1.29, 4.13, -2.05], [-1.91, 4.84, -3.60], [-2.93, 4.37, -1.23], [0.42, 4.07, -2.73], [-0.47, 3.23, -0.36], [-1.63, 2.32, -2.29]], "homo_energy_ev": [-14.820, -14.808], "homo_lumo_gap_ev": [5.63, 5.57], "charge": 2}